No. 1
# C4H8N

The ion C4H8N with charge +1 at a distorted geometry (ωB97M-V/def2-TZVPD, the Open Molecules 2025 dataset).

**LUMO level**: -0.189 Eh
**Spin multiplicity**: 1
**HOMO level**: -14.7413 eV
**Net charge**: +1
**Frontier orbital gap**: 9.6 eV
**Maximum force**: 13.7 eV Å⁻¹
**SMILES**: CC1=C[N@@H+]1C

XYZ file:
```
13
Properties=species:S:1:pos:R:3:nbo_charge:R:1
C -1.098 -1.373 0.216 0.0161
C 0.373 -0.877 0.214 0.2934
C 1.816 -0.798 -0.173 -0.7457
C -1.302 0.988 -0.522 -0.4083
N -0.820 0.040 0.455 -0.3877
H -1.755 -2.103 0.356 0.2525
H 1.972 -0.123 -1.084 0.2823
H 2.256 -1.739 -0.517 0.2963
H 2.586 -0.574 0.593 0.2959
H -0.995 1.906 -0.170 0.2288
H -0.834 0.577 -1.447 0.2272
H -2.363 0.871 -0.578 0.2360
H -0.888 0.439 1.424 0.4130
```

No. 2
# C4H8N10

A cluster of 2 separate species, C4H8N10 in total at a distorted geometry (ωB97M-V/def2-TZVPD, the Open Molecules 2025 dataset).

**LUMO level (spin up / spin down)**: -0.323 / -0.340 Eh
**Spin multiplicity**: 1
**HOMO level (spin up / spin down)**: -16.7300 / -15.1131 eV
**Net charge**: +2
**Frontier orbital gap (spin up / spin down)**: 7.9 / 5.9 eV
**Maximum force**: 4.5 eV Å⁻¹

XYZ file:
```
22
Properties=species:S:1:pos:R:3:nbo_charge:R:1
C 2.033 0.018 -1.692 0.1895
C 0.606 0.577 0.583 0.6110
C 2.871 0.628 -0.601 -0.4955
C 1.904 1.343 0.409 -0.5836
N 0.780 -0.198 -1.638 -0.2283
N 0.045 -1.267 5.497 -0.2229
N -5.446 0.281 1.299 -0.2549
N -0.470 -0.786 4.578 0.3686
N -4.372 0.544 1.740 0.3317
N -1.178 -0.504 3.674 0.0258
N -1.169 0.410 2.746 -0.0810
N -3.312 0.368 2.152 0.0369
N 0.171 -0.140 -0.394 -0.3910
N -2.103 0.706 1.989 -0.0782
H 2.656 -0.193 -2.602 0.2627
H 3.508 -0.108 -0.042 0.2742
H 3.642 1.385 -0.927 0.2989
H 1.767 2.424 0.141 0.3008
H 2.447 1.299 1.371 0.2856
H -0.039 -1.430 6.482 0.4795
H -6.285 0.781 1.468 0.4296
H -0.608 -0.738 -0.201 0.4405
```

No. 3
# C4H8N2

An isolated molecule of C4H8N2 at a distorted geometry (ωB97M-V/def2-TZVPD, the Open Molecules 2025 dataset).

**LUMO level**: 0.041 Eh
**Spin multiplicity**: 1
**HOMO level**: -9.1579 eV
**Net charge**: 0
**Frontier orbital gap**: 10.3 eV
**Maximum force**: 4.2 eV Å⁻¹
**SMILES**: [H]/N=C/C(CC)=N/[H]

XYZ file:
```
14
Properties=species:S:1:pos:R:3:nbo_charge:R:1
C 0.252 -1.566 -0.893 0.1126
C -0.682 -0.593 0.253 0.3140
C 0.105 1.747 0.025 -0.5888
C 0.175 0.464 0.859 -0.5081
N 1.489 -1.461 -0.867 -0.6402
N -1.870 -0.936 0.392 -0.6387
H -0.405 -2.176 -1.505 0.1652
H -0.897 2.166 0.038 0.2032
H 0.380 1.540 -1.006 0.2112
H 0.798 2.484 0.424 0.2131
H -0.138 0.672 1.886 0.2113
H 1.202 0.097 0.856 0.2500
H 1.992 -2.041 -1.538 0.3530
H -2.401 -0.396 1.076 0.3423
```

No. 4
# C4H8N2

An isolated molecule of C4H8N2 at a distorted geometry (ωB97M-V/def2-TZVPD, the Open Molecules 2025 dataset).

**LUMO level**: 0.018 Eh
**Spin multiplicity**: 1
**HOMO level**: -6.5468 eV
**Net charge**: 0
**Frontier orbital gap**: 7.0 eV
**Maximum force**: 4.8 eV Å⁻¹

XYZ file:
```
14
Properties=species:S:1:pos:R:3:nbo_charge:R:1
C -2.009 -0.498 -0.340 -0.4162
C 0.978 0.697 0.501 0.2314
N 1.591 -0.833 -0.016 -0.7863
C 0.089 -0.420 0.810 0.1468
C 1.011 1.826 -0.172 -0.4489
N -1.206 -0.131 0.780 -0.6396
H 2.114 -1.465 0.577 0.3958
H 1.895 -0.857 -0.981 0.3919
H 0.300 -1.097 1.647 0.1615
H -3.067 -0.264 -0.209 0.1957
H -2.029 -1.583 -0.549 0.1489
H -1.751 -0.022 -1.309 0.1395
H 0.171 2.501 -0.067 0.2529
H 1.912 2.148 -0.674 0.2266
```

No. 5
# C4H8N2

An isolated molecule of C4H8N2 at a distorted geometry (ωB97M-V/def2-TZVPD, the Open Molecules 2025 dataset).

**LUMO level**: 0.032 Eh
**Spin multiplicity**: 1
**HOMO level**: -9.3208 eV
**Net charge**: 0
**Frontier orbital gap**: 10.2 eV
**Maximum force**: 1.1 eV Å⁻¹
**SMILES**: CN(C)CC#N

XYZ file:
```
14
Properties=species:S:1:pos:R:3:nbo_charge:R:1
C -0.261 -1.231 -0.707 -0.4243
N -0.392 0.198 -0.474 -0.4157
C 0.778 0.937 -0.915 -0.4182
C -0.785 0.503 0.883 -0.3202
C 0.068 -0.114 1.936 0.2517
N 0.724 -0.642 2.729 -0.3260
H -0.011 -1.400 -1.759 0.2076
H -1.212 -1.731 -0.496 0.2030
H 0.523 -1.697 -0.085 0.1812
H 1.710 0.637 -0.406 0.1762
H 0.618 2.008 -0.751 0.2007
H 0.908 0.781 -1.991 0.2069
H -1.812 0.160 1.056 0.2379
H -0.775 1.588 1.030 0.2392
```

No. 6
# C4H8N2

A structure of composition C4H8N2 at a distorted geometry (ωB97M-V/def2-TZVPD, the Open Molecules 2025 dataset).

**LUMO level**: 0.027 Eh
**Spin multiplicity**: 1
**HOMO level**: -7.9045 eV
**Net charge**: 0
**Frontier orbital gap**: 8.6 eV
**Maximum force**: 1.5 eV Å⁻¹

XYZ file:
```
14
Properties=species:S:1:pos:R:3:nbo_charge:R:1
C -0.401 1.593 -0.572 -0.9672
C -1.267 -0.343 0.028 0.5487
N 2.216 -1.225 0.472 -0.7636
C -0.173 -1.112 0.405 -0.5763
C 1.079 -0.549 0.305 0.1081
N -2.465 -0.381 -0.206 -0.6892
H -3.045 0.449 -0.200 0.3943
H 2.249 -2.214 0.692 0.3809
H 3.094 -0.736 0.464 0.3936
H -0.400 -2.058 0.883 0.2450
H 0.629 0.675 -0.153 0.2797
H 0.447 2.265 -0.763 0.2280
H -1.032 2.081 0.170 0.2048
H -0.931 1.554 -1.524 0.2132
```

No. 7
# C4H8N2

A cluster of 3 separate species, C4H8N2 in total at a distorted geometry (ωB97M-V/def2-TZVPD, the Open Molecules 2025 dataset).

**LUMO level**: 0.024 Eh
**Spin multiplicity**: 1
**HOMO level**: -8.4843 eV
**Net charge**: 0
**Frontier orbital gap**: 9.1 eV
**Maximum force**: 1.0 eV Å⁻¹

XYZ file:
```
14
Properties=species:S:1:pos:R:3:nbo_charge:R:1
C -1.964 0.294 0.585 -0.6560
C -0.478 0.167 0.427 -0.0167
N 0.065 0.189 -0.809 -0.4774
C 1.368 -0.243 -0.964 -0.3043
C 2.367 0.422 -0.180 0.2372
N 3.159 0.942 0.491 -0.3387
H -2.498 -0.214 -0.226 0.2098
H -2.285 1.343 0.605 0.2267
H -2.272 -0.164 1.528 0.2375
H 0.146 0.596 1.208 0.2186
H 0.291 -1.314 0.703 -0.0252
H -0.557 -0.090 -1.558 0.3984
H 1.656 -0.491 -1.980 0.2405
H 1.004 -1.437 0.170 0.0496
```

No. 8
# C4H8N2

An isolated molecule of C4H8N2 at a distorted geometry (ωB97M-V/def2-TZVPD, the Open Molecules 2025 dataset).

**LUMO level**: 0.027 Eh
**Spin multiplicity**: 1
**HOMO level**: -7.4665 eV
**Net charge**: 0
**Frontier orbital gap**: 8.2 eV
**Maximum force**: 3.4 eV Å⁻¹
**SMILES**: C=C/N=C(/C)N

XYZ file:
```
14
Properties=species:S:1:pos:R:3:nbo_charge:R:1
C 1.884 0.980 0.062 -0.6731
C 0.709 0.048 0.007 0.4966
N 1.030 -1.269 -0.186 -0.8075
C -1.514 -0.065 0.279 -0.0166
C -2.778 0.003 -0.120 -0.5120
N -0.446 0.573 -0.268 -0.5389
H 0.286 -1.930 -0.330 0.4062
H 1.986 -1.557 -0.297 0.4020
H -1.134 -0.635 1.204 0.1514
H 2.679 0.717 -0.636 0.2100
H 2.320 1.019 1.059 0.2282
H 1.609 1.996 -0.211 0.2492
H -3.118 0.871 -0.663 0.2024
H -3.513 -0.752 0.101 0.2020
```

No. 9
# C4H8N2

An isolated molecule of C4H8N2 at a distorted geometry (ωB97M-V/def2-TZVPD, the Open Molecules 2025 dataset).

**LUMO level**: 0.043 Eh
**Spin multiplicity**: 1
**HOMO level**: -8.9407 eV
**Net charge**: 0
**Frontier orbital gap**: 10.1 eV
**Maximum force**: 4.3 eV Å⁻¹
**SMILES**: C=CN1CN1C

XYZ file:
```
14
Properties=species:S:1:pos:R:3:nbo_charge:R:1
C 2.054 -1.050 0.005 -0.4455
C 1.476 -0.115 -0.807 -0.0367
C -0.919 -0.434 -0.763 -0.0819
C -1.383 1.081 1.111 -0.4362
N 0.226 0.398 -0.591 -0.3396
N -0.541 0.004 0.653 -0.2783
H 3.087 -1.332 -0.192 0.2004
H 1.478 -1.630 0.792 0.2197
H 2.074 0.266 -1.675 0.2103
H -1.852 0.228 -1.057 0.1785
H -0.861 -1.466 -1.053 0.2046
H -2.450 0.785 0.931 0.1908
H -1.226 1.227 2.145 0.2090
H -1.161 2.038 0.501 0.2048
```

No. 10
# C4H8N2

An isolated molecule of C4H8N2 at a distorted geometry (ωB97M-V/def2-TZVPD, the Open Molecules 2025 dataset).

**LUMO level**: 0.037 Eh
**Spin multiplicity**: 1
**HOMO level**: -8.4580 eV
**Net charge**: 0
**Frontier orbital gap**: 9.5 eV
**Maximum force**: 2.2 eV Å⁻¹
**SMILES**: C1N[C@H]1[C@H]1CN1

XYZ file:
```
14
Properties=species:S:1:pos:R:3:nbo_charge:R:1
C -0.495 -1.693 0.834 -0.2503
N -1.423 -0.581 0.648 -0.5944
C -0.456 -0.893 -0.414 -0.1307
C 0.705 0.018 -0.692 -0.1830
C 0.289 1.629 -0.540 -0.2303
N 1.000 0.879 0.424 -0.6048
H -0.948 -2.682 0.828 0.1959
H 0.319 -1.562 1.546 0.1979
H -1.056 0.210 1.180 0.3552
H -0.898 -1.332 -1.304 0.2040
H 0.672 0.619 -1.659 0.2597
H -0.772 1.794 -0.445 0.2095
H 0.860 2.407 -1.061 0.2010
H 1.970 1.155 0.474 0.3704
```

No. 11
# C4H8N2

An isolated molecule of C4H8N2 at a distorted geometry (ωB97M-V/def2-TZVPD, the Open Molecules 2025 dataset).

**LUMO level**: 0.035 Eh
**Spin multiplicity**: 1
**HOMO level**: -8.5050 eV
**Net charge**: 0
**Frontier orbital gap**: 9.4 eV
**Maximum force**: 3.0 eV Å⁻¹
**SMILES**: [H]/N=C\N(C)C=C

XYZ file:
```
14
Properties=species:S:1:pos:R:3:nbo_charge:R:1
C -1.633 -0.663 0.034 -0.3811
C 0.691 -0.876 -0.080 0.0065
C 1.961 -0.532 -0.012 -0.4607
C -0.435 1.308 -0.064 0.2949
H -1.685 -1.080 1.018 0.1864
H -2.454 0.118 -0.040 0.2112
H -1.643 -1.464 -0.647 0.1975
H 0.384 -1.926 -0.119 0.1933
H 2.700 -1.268 0.123 0.2107
H 2.189 0.505 -0.035 0.1890
H -1.440 1.569 -0.197 0.1392
H 1.374 2.087 0.169 0.3386
N -0.381 -0.028 -0.144 -0.4384
N 0.371 2.250 -0.006 -0.6871
```

No. 12
# C4H8N2

An isolated molecule of C4H8N2 at a distorted geometry (ωB97M-V/def2-TZVPD, the Open Molecules 2025 dataset).

**LUMO level**: 0.039 Eh
**Spin multiplicity**: 1
**HOMO level**: -9.1127 eV
**Net charge**: 0
**Frontier orbital gap**: 10.2 eV
**Maximum force**: 1.1 eV Å⁻¹
**SMILES**: C1N[C@H]1[C@H]1CN1

XYZ file:
```
14
Properties=species:S:1:pos:R:3:nbo_charge:R:1
C -0.683 -0.193 -1.781 -0.2569
N -1.386 0.585 -0.763 -0.5850
C 0.071 0.663 -0.826 -0.1006
C 0.848 0.111 0.343 -0.1075
C 0.289 0.114 1.718 -0.2514
N 0.277 -1.097 0.912 -0.6108
H -0.855 0.144 -2.805 0.1956
H -0.644 -1.272 -1.655 0.2025
H -1.619 -0.057 -0.004 0.3554
H 0.453 1.606 -1.211 0.2000
H 1.899 0.373 0.443 0.2025
H -0.631 0.665 1.890 0.1992
H 1.036 0.149 2.511 0.1895
H 0.946 -1.792 1.228 0.3675
```

No. 13
# C4H8N2

An isolated molecule of C4H8N2 (ωB97M-V/def2-TZVPD, the Open Molecules 2025 dataset).

**LUMO level**: 0.035 Eh
**Spin multiplicity**: 1
**HOMO level**: -6.3911 eV
**Net charge**: 0
**Frontier orbital gap**: 7.3 eV
**Maximum force**: 0.3 eV Å⁻¹

XYZ file:
```
14
Properties=species:S:1:pos:R:3:nbo_charge:R:1
C -1.106 -0.846 0.201 -0.2708
C 1.290 -0.537 0.198 -0.2699
C 1.084 0.943 0.036 -0.2143
C -1.293 0.634 0.040 -0.2132
H -1.924 -1.390 -0.279 0.2109
H -1.114 -1.153 1.261 0.1889
H 0.150 -1.127 -1.367 0.3449
H 1.381 -0.841 1.252 0.1888
H 2.219 -0.859 -0.290 0.2108
H 1.869 1.661 -0.158 0.1942
H -0.313 2.344 -0.270 0.4140
H -2.233 1.122 -0.192 0.1935
N 0.170 -1.309 -0.367 -0.5992
N -0.179 1.358 -0.065 -0.3786
```

No. 14
# C4H8N2

A cluster of 2 separate species, C4H8N2 in total at a distorted geometry (ωB97M-V/def2-TZVPD, the Open Molecules 2025 dataset).

**LUMO level (spin up / spin down)**: 0.014 / 0.021 Eh
**Spin multiplicity**: 1
**HOMO level (spin up / spin down)**: -7.6889 / -7.3224 eV
**Net charge**: 0
**Frontier orbital gap (spin up / spin down)**: 8.1 / 7.9 eV
**Maximum force**: 5.1 eV Å⁻¹

XYZ file:
```
14
Properties=species:S:1:pos:R:3:nbo_charge:R:1
C -0.998 1.333 -0.325 0.2059
C 1.852 0.352 0.512 -0.6924
C 1.053 -0.772 0.110 -0.3235
C -1.403 0.022 0.119 -0.1021
N -0.489 2.255 -0.800 -0.3334
N -2.183 -0.736 -0.633 -0.7893
H 2.234 0.119 1.441 0.2004
H 2.715 0.714 -0.120 0.2176
H 1.341 1.345 0.560 0.2364
H 1.201 -1.709 0.553 0.1812
H 0.911 -0.669 -0.885 0.1626
H -1.661 -0.139 1.266 0.2248
H -2.453 -1.581 -0.163 0.4063
H -2.120 -0.537 -1.635 0.4055
```

No. 15
# C4H8N2

A structure of composition C4H8N2 at a distorted geometry (ωB97M-V/def2-TZVPD, the Open Molecules 2025 dataset).

**LUMO level (spin up / spin down)**: -0.012 / -0.012 Eh
**Spin multiplicity**: 1
**HOMO level (spin up / spin down)**: -8.7555 / -8.7541 eV
**Net charge**: 0
**Frontier orbital gap (spin up / spin down)**: 8.4 / 8.4 eV
**Maximum force**: 1.1 eV Å⁻¹

XYZ file:
```
14
Properties=species:S:1:pos:R:3:nbo_charge:R:1
C -0.736 1.189 -1.400 -0.2770
C -0.364 0.024 -0.624 -0.2826
N 0.824 0.040 0.013 -0.5225
C 1.105 -1.046 0.931 -0.3390
C -0.074 -1.638 1.612 0.2635
N -1.043 -2.062 2.083 -0.3393
H -1.747 1.298 -1.794 0.2213
H 0.043 1.787 -1.868 0.2208
H -0.261 2.164 0.279 -0.0520
H -1.224 -0.532 -0.221 0.2191
H -0.246 -0.358 -1.741 0.3417
H 0.295 1.677 0.602 0.0788
H 1.791 -0.675 1.702 0.2422
H 1.638 -1.868 0.427 0.2249
```

No. 16
# C4H8N2

A cluster of 2 separate species, C4H8N2 in total at a distorted geometry (ωB97M-V/def2-TZVPD, the Open Molecules 2025 dataset).

**LUMO level (spin up / spin down)**: 0.000 / 0.000 Eh
**Spin multiplicity**: 1
**HOMO level (spin up / spin down)**: -7.7604 / -7.7603 eV
**Net charge**: 0
**Frontier orbital gap (spin up / spin down)**: 7.8 / 7.8 eV
**Maximum force**: 4.3 eV Å⁻¹

XYZ file:
```
14
Properties=species:S:1:pos:R:3:nbo_charge:R:1
C -1.092 -1.785 0.398 -0.2899
C -0.181 -0.767 0.453 0.2050
C 2.220 -0.626 -0.050 -0.5596
C -0.974 1.513 -0.440 -0.4064
N -2.142 -0.711 0.035 -0.4010
N -1.046 0.278 0.168 -0.3571
H -1.225 -2.769 0.681 0.2154
H 2.259 -0.560 -1.193 0.2086
H 2.603 0.315 0.409 0.1986
H 2.387 -1.656 0.482 0.2286
H -1.587 2.360 0.149 0.1774
H 0.076 1.959 -0.374 0.2303
H -1.463 1.461 -1.452 0.2042
H -2.754 -0.622 0.827 0.3460
```

No. 17
# C4H8N2

An isolated molecule of C4H8N2 at a distorted geometry (ωB97M-V/def2-TZVPD, the Open Molecules 2025 dataset).

**LUMO level**: 0.035 Eh
**Spin multiplicity**: 1
**HOMO level**: -6.4407 eV
**Net charge**: 0
**Frontier orbital gap**: 7.4 eV
**Maximum force**: 9.8 eV Å⁻¹

XYZ file:
```
14
Properties=species:S:1:pos:R:3:nbo_charge:R:1
C 1.038 0.608 -0.935 -0.2525
C -0.232 0.834 0.965 -0.2544
C -0.875 -0.578 1.032 -0.1752
C 0.613 -0.982 -0.752 -0.2467
H 1.139 0.808 -2.079 0.1971
H 2.005 1.033 -0.691 0.1937
H -0.868 1.189 -0.730 0.3475
H 0.769 0.987 1.469 0.1965
H -1.094 1.613 1.089 0.2269
H -1.549 -1.040 1.813 0.2034
H -1.166 -2.006 -0.065 0.4219
H 0.997 -1.592 -1.421 0.1771
N -0.056 1.276 -0.229 -0.6185
N -0.443 -1.317 0.051 -0.4167
```